# C21H23NO7

C21H23NO7 in the gas phase (wB97M-V/def2-TZVPD, the OMol25 dataset).

XYZ file:
```
52
Properties=species:S:1:pos:R:3:forces:R:3:mulliken_charge:R:1
C 1.949323 2.182242 -3.027540 0.2 0.0 0.4 -1.11
C 2.720791 2.897353 -1.926681 0.2 0.1 -0.6 -0.29
O 2.537486 2.263166 -0.664656 -0.2 -0.1 0.3 -0.32
C 3.317217 1.198593 -0.403270 0.3 -0.2 -0.1 0.30
O 4.159326 0.801350 -1.179448 -0.1 0.1 -0.1 -0.69
C 3.028642 0.589253 0.892551 0.0 -0.3 0.2 0.89
C 3.602641 -0.607293 1.335257 0.0 0.3 -0.3 -0.18
C 4.589421 -1.502243 0.684769 0.1 -0.1 -0.1 -1.50
N 3.093691 -0.870347 2.542080 -0.1 -0.1 0.1 0.08
C 2.178190 0.089923 2.914679 0.3 0.4 -0.5 -0.63
C 1.528763 -0.135857 4.192179 -0.1 0.1 0.3 0.57
O 2.005429 -0.908394 5.004149 -0.1 0.1 -0.1 -0.68
C 0.231442 0.596901 4.521219 0.1 -0.3 0.4 -0.78
O -0.623276 0.809784 3.411306 -0.1 0.2 -0.1 -0.32
C -0.838751 -0.253593 2.611145 0.1 -0.5 0.0 0.63
O -0.339603 -1.337931 2.805882 -0.2 0.1 0.1 -0.65
C -1.725676 0.099800 1.504558 -0.2 -0.2 -0.4 -1.11
C -2.034561 -0.808297 0.566350 0.4 0.2 0.7 0.10
C -2.883099 -0.627778 -0.587570 -0.4 0.2 -0.5 0.50
C -3.481524 0.590829 -0.909776 0.1 -0.3 0.1 -0.98
C -4.288633 0.709002 -2.022901 -0.1 -0.2 -0.3 -0.82
C -4.521863 -0.385333 -2.842522 0.2 -0.3 0.2 0.39
O -5.315354 -0.263234 -3.929563 0.0 0.0 -0.1 -0.61
C -3.924187 -1.623026 -2.531887 -0.2 0.1 -0.2 1.19
O -4.225954 -2.634650 -3.412392 -0.1 0.6 0.1 -0.48
C -3.675345 -3.907409 -3.175758 0.1 -0.3 0.0 -0.87
C -3.116533 -1.732466 -1.420672 0.0 0.1 0.0 -0.47
C 2.128211 1.036157 1.898544 0.0 -0.3 0.4 1.53
C 1.373272 2.316080 1.866246 -0.1 0.1 0.1 -1.52
H 0.895364 2.115977 -2.767041 -0.1 0.0 0.0 0.29
H 2.052944 2.728449 -3.960773 0.0 0.1 -0.1 0.39
H 2.343940 1.178044 -3.160539 0.0 -0.1 -0.1 0.30
H 2.353566 3.916894 -1.788634 0.1 -0.1 0.0 0.33
H 3.789470 2.914242 -2.166325 -0.2 0.1 0.1 0.32
H 5.505021 -1.545258 1.274203 0.1 0.0 0.0 0.32
H 4.824732 -1.124719 -0.305140 0.0 -0.1 0.0 0.33
H 4.189951 -2.512749 0.605268 0.0 -0.1 0.0 0.34
H 3.282808 -1.671030 3.127222 0.0 0.1 -0.1 0.26
H -0.285135 0.005786 5.286880 0.2 0.1 -0.1 0.33
H 0.454173 1.588423 4.925243 0.0 -0.1 -0.1 0.37
H -2.093039 1.112845 1.505278 -0.1 0.1 -0.1 0.42
H -1.600354 -1.793930 0.689262 0.1 -0.1 0.1 0.35
H -3.314854 1.454444 -0.287414 0.0 0.1 0.1 0.34
H -4.754722 1.646731 -2.279093 -0.1 0.1 0.0 0.42
H -5.359470 -1.123662 -4.370521 0.0 0.0 0.0 0.35
H -2.582043 -3.880760 -3.207073 0.0 0.0 0.0 0.35
H -4.004668 -4.311561 -2.213867 0.0 0.0 0.0 0.35
H -4.044614 -4.541859 -3.979818 0.1 0.0 0.1 0.24
H -2.652248 -2.673320 -1.170079 0.0 -0.1 0.0 0.44
H 2.030604 3.120540 1.543288 -0.1 0.0 0.0 0.56
H 0.559362 2.252519 1.145050 -0.1 0.1 0.0 0.17
H 0.959725 2.561371 2.838342 0.0 0.1 0.0 0.24
```
Positions in Å, forces in eV/Å.

- SMILES string = CCOC(=O)c1c(C)[nH]c(C(=O)COC(=O)/C=C/c2ccc(O)c(OC)c2)c1C
- HOMO level (eV) = -8.22
- calculated total energy (hartree) = -1395.4909
- gap between HOMO and LUMO (eV) = 8.162
- maximum force (eV Å⁻¹) = 0.9



# C4H8ClN2

A gas-phase ion, C4H8ClN2 (charge +1) at a distorted geometry (wB97M-V/def2-TZVPD, the OMol25 dataset).

XYZ file:
```
15
Properties=species:S:1:pos:R:3:forces:R:3:mulliken_charge:R:1
C -0.757850 0.632428 -1.533033 0.1 -0.1 0.1 -1.36
C 0.128877 -0.381158 -0.840066 0.0 0.2 -0.6 0.13
N -0.366109 -0.823734 0.471901 -0.4 -0.3 0.2 -0.05
C 0.620828 -0.472160 1.246552 2.1 1.6 -3.2 0.21
N 0.910613 -0.579075 2.500734 -0.2 -0.2 0.6 -0.31
C 1.431588 0.187437 -0.202446 -1.6 -1.5 3.0 -0.06
Cl 2.942728 -0.570647 -0.583813 -0.2 0.1 0.0 -0.09
H -1.051846 1.428571 -0.851651 0.0 0.1 0.0 0.36
H -1.653161 0.154627 -1.924874 -0.1 0.0 0.0 0.38
H -0.215795 1.068753 -2.368916 0.0 0.0 -0.1 0.35
H 0.328928 -1.236070 -1.490953 0.1 0.1 0.1 0.33
H -1.237638 -1.297704 0.678108 0.1 0.0 0.1 0.21
H 1.800008 -0.242938 2.845160 -0.1 0.0 -0.1 0.26
H 0.287747 -1.023575 3.167645 0.1 0.0 -0.1 0.25
H 1.499456 1.268313 -0.140308 0.0 0.0 -0.1 0.39
```
Positions in Å, forces in eV/Å.

- SMILES string = C[C@@H]1NC(=[NH2+])[C@H]1Cl
- net charge = +1
- HOMO level (eV) = -15.02
- calculated total energy (hartree) = -726.6511
- gap between HOMO and LUMO (eV) = 11.898
- maximum force (eV Å⁻¹) = 4.2



# C6H32N2O8

9 unconnected molecules or ions with the total composition C6H32N2O8 at a distorted geometry (wB97M-V/def2-TZVPD, the OMol25 dataset).

XYZ file:
```
48
Properties=species:S:1:pos:R:3:forces:R:3:mulliken_charge:R:1
C -1.017576 -1.789952 0.622872 0.4 0.1 0.2 -0.89
C 0.056180 -2.888742 0.415878 -0.2 0.8 -2.6 -0.67
N 1.436784 -2.580782 0.761200 -0.1 -1.0 1.3 -0.18
C 1.957731 -1.228092 0.757155 -1.0 0.9 -0.9 0.24
C 2.730404 -0.944612 -0.550873 0.6 -1.3 0.3 -1.19
N 3.675773 0.155754 -0.410659 0.2 -0.7 -0.1 -0.35
C 3.113022 1.460322 -0.269901 -1.2 1.4 0.8 -0.59
C 1.888757 1.869639 -1.169757 1.9 0.1 0.6 -0.92
H -1.931251 -2.161516 1.063624 -0.3 -0.4 0.1 0.42
H -0.700937 -0.968122 1.268358 0.1 0.0 -0.2 0.41
H -1.290763 -1.380054 -0.342282 -0.1 0.3 -0.1 0.12
H 0.122146 -3.048530 -0.691944 -0.4 0.2 0.4 0.15
H -0.374320 -3.855135 0.663049 0.8 -0.2 1.1 0.46
H 1.783520 -3.107094 1.545939 -0.1 0.0 0.1 0.27
H 2.571203 -1.067065 1.647149 0.2 0.0 -0.3 0.37
H 1.133050 -0.499532 0.802749 0.2 -0.1 0.4 -0.27
H 3.220746 -1.921996 -0.698164 0.7 0.6 0.0 0.51
H 2.117022 -0.908468 -1.463075 -0.2 0.5 0.7 0.54
H 4.423507 0.104292 -1.085573 -0.1 0.1 -0.1 0.27
H 3.893736 2.225826 -0.282911 0.1 -0.2 -0.4 0.52
H 2.713268 1.594936 0.764194 0.3 -0.4 -0.3 0.21
H 2.194937 1.998416 -2.200529 -0.2 -0.4 -0.4 0.41
H 1.166462 1.081918 -1.005411 -0.6 0.1 -0.5 -0.04
H 1.559709 2.862882 -0.846597 -0.3 -0.3 0.0 0.41
O -4.144065 -0.124705 0.951186 -0.1 -0.7 -0.4 -0.64
H -3.839908 -0.981467 1.294286 -0.2 0.6 -0.1 0.28
H -4.142587 0.470007 1.697579 0.2 0.1 0.8 0.34
O 0.900164 -1.191426 -3.061515 -1.3 -1.3 0.6 -0.74
H 0.790185 -2.157324 -2.911973 0.7 0.4 -0.7 0.37
H 0.225362 -0.951080 -2.402313 0.4 0.6 0.0 0.25
O -0.293472 1.921069 1.036108 0.3 -0.3 -0.2 -0.56
H 0.567190 2.084916 0.623551 -0.1 0.1 0.5 0.18
H -0.831186 1.889270 0.237236 -0.4 0.2 0.1 0.29
O -1.395783 3.554095 -1.199598 -0.1 0.1 -0.8 -0.60
H -2.055781 2.831317 -1.266550 -0.1 0.3 0.0 0.36
H -1.511075 4.076059 -2.017211 0.1 -0.4 0.7 0.30
O -2.598523 1.238020 3.385065 0.9 0.2 -0.5 -0.65
H -2.116366 1.863278 2.817929 -0.5 0.2 0.0 0.33
H -1.833425 0.678063 3.585949 -0.3 -0.5 0.4 0.30
O -3.182378 1.447171 -1.163415 0.2 1.1 -0.3 -0.64
H -2.822560 0.586747 -1.382585 -0.4 -0.4 0.3 0.28
H -3.710633 1.423616 -0.352474 0.3 -0.8 -0.3 0.30
O -1.498294 0.391536 -3.534660 -0.8 0.0 0.3 -0.67
H -0.751592 -0.197680 -3.663131 0.4 0.3 -0.2 0.38
H -1.247494 1.146962 -2.991666 0.4 -0.1 -0.2 0.32
O -0.539520 -1.415323 3.930298 0.5 -0.5 -0.5 -0.64
H 0.406581 -1.634144 3.918187 -0.2 0.4 0.4 0.32
H -0.817946 -1.953269 3.175227 -0.4 0.2 0.2 0.32
```
Positions in Å, forces in eV/Å.

- SMILES string = CCNCCNCC.O.O.O.O.O.O.O.O
- HOMO level (eV) = -8.52
- calculated total energy (hartree) = -959.1642
- gap between HOMO and LUMO (eV) = 8.671
- maximum force (eV Å⁻¹) = 2.7